No. 1
Molecular formula: C4H6N2O
Method: DFT, ωB97M-V/def2-TZVPD

Properties
Energy above the lowest of the compared OMol25 structures with the same formula, charge and spin (kcal/mol): 97.6
E_HOMO (eV): -9.003
DFT total energy (eV): -9269.2705
Charge: 0
LUMO energy (eV): 0.618
Orbital gap (eV): 9.62

Geometry (Å):
C 0.460 1.441 0.565
C 0.080 -0.975 -2.072
C 0.380 -0.035 -1.286
H 1.431 0.601 -1.726
O 0.233 1.863 1.647
H -0.487 0.249 2.611
H 0.573 -1.006 -3.123
C -0.871 -0.637 2.085
N -0.054 0.237 0.000
N -0.854 -0.707 0.739
H 1.245 1.918 -0.087
H -1.420 -1.398 2.502
H -0.716 -1.552 -1.857

Here are the Löwdin charges for atoms 1 to 8, given in e: C -0.29; C -0.03; C -0.26; H 0.19; O 0.04; H 0.06; H 0.10; C 0.05


No. 2
Molecular formula: C4H6N2O
Method: DFT, ωB97M-V/def2-TZVPD

Properties
Energy above the lowest of the compared OMol25 structures with the same formula, charge and spin (kcal/mol): 16.1
E_HOMO (eV): -8.082
DFT total energy (eV): -9272.8032
Charge: 0
LUMO energy (eV): 0.714
Orbital gap (eV): 8.80

Geometry (Å):
N 1.218 -0.049 -0.580
H -0.180 -0.835 -2.711
H -1.052 0.681 -2.422
N -0.717 -0.004 0.504
H 2.382 0.595 1.134
C -0.814 -0.302 -1.998
H 0.723 0.037 3.234
H -1.696 0.194 0.654
H -1.752 -0.854 -1.879
C 1.449 0.207 0.757
O -0.040 0.365 2.742
C 0.269 0.216 1.433
C -0.076 -0.145 -0.709

Here are the Löwdin charges for atoms 1 to 8, given in e: N 0.09; H 0.08; H 0.08; N 0.16; H 0.10; C -0.03; H 0.12; H 0.16


No. 3
Molecular formula: C4H6N2O
Method: DFT, ωB97M-V/def2-TZVPD

Properties
Energy above the lowest of the compared OMol25 structures with the same formula, charge and spin (kcal/mol): 38.0
E_HOMO (eV): -8.571
DFT total energy (eV): -9271.8549
Charge: 0
LUMO energy (eV): 0.943
Orbital gap (eV): 9.51

Geometry (Å):
C 0.367 0.533 -0.895
N -0.656 -0.009 1.011
H 1.086 0.647 -1.686
C 1.426 -1.205 0.623
C -0.945 0.987 -0.810
C 0.457 -0.181 0.262
N -1.612 0.601 0.275
H 2.164 -0.808 1.329
H -0.943 -0.467 1.860
H 0.683 -1.894 1.324
H -2.433 1.884 -1.422
H 1.892 -1.813 -0.135
O -1.541 1.718 -1.764

Here are the Löwdin charges for atoms 1 to 8, given in e: C 0.04; N 0.00; H 0.12; C -0.03; C -0.45; C -0.37; N 0.08; H 0.07


No. 4
Molecular formula: C4H6N2O
Method: DFT, ωB97M-V/def2-TZVPD

Properties
Energy above the lowest of the compared OMol25 structures with the same formula, charge and spin (kcal/mol): 151.7
E_HOMO (eV): -6.663
DFT total energy (eV): -9266.9235
Charge: 0
LUMO energy (eV): -0.558
Orbital gap (eV): 6.11

Geometry (Å):
N -0.112 1.565 2.151
C 0.110 0.667 1.423
H 0.580 -1.313 1.528
H -1.521 -0.659 0.069
O 0.619 1.677 -1.011
C 0.407 -0.546 0.716
H -0.534 -2.117 -0.411
H 1.278 -0.471 0.157
H -0.058 2.581 1.955
C -0.210 -0.324 -1.730
N 0.371 0.805 -1.889
H -0.278 -0.934 -2.529
C -0.653 -0.930 -0.429

Here are the Löwdin charges for atoms 1 to 8, given in e: N 0.26; C -0.02; H 0.15; H 0.06; O -0.20; C -0.16; H 0.15; H 0.10


No. 5
Molecular formula: C4H6N2O
Method: DFT, ωB97M-V/def2-TZVPD

Properties
Energy above the lowest of the compared OMol25 structures with the same formula, charge and spin (kcal/mol): 70.0
E_HOMO (eV): -7.843
DFT total energy (eV): -9270.4644
Charge: 0
LUMO energy (eV): 0.541
Orbital gap (eV): 8.38

Geometry (Å):
H -1.862 -0.854 -1.686
H 0.230 1.445 1.103
O -2.038 0.149 1.157
H 1.449 -0.365 1.285
H -2.803 -0.370 0.893
C -1.193 0.246 0.115
H 1.756 -1.239 -0.171
C 1.816 -0.239 0.241
N 0.160 -0.122 -1.637
H 2.804 0.178 0.294
N -0.067 0.928 0.295
C -1.099 -0.299 -1.159
C 0.831 0.563 -0.696

Here are the Löwdin charges for atoms 1 to 8, given in e: H 0.10; H 0.16; O 0.10; H 0.08; H 0.12; C -0.37; H 0.07; C -0.03


No. 6
Molecular formula: C4H6N2O
Method: DFT, ωB97M-V/def2-TZVPD

Properties
Energy above the lowest of the compared OMol25 structures with the same formula, charge and spin (kcal/mol): 47.7
E_HOMO (eV): -7.791
DFT total energy (eV): -9271.4315
Charge: 0
LUMO energy (eV): 0.871
Orbital gap (eV): 8.66

Geometry (Å):
H 1.567 2.014 -0.824
C 1.823 0.954 -0.687
H 2.148 0.548 -1.647
O 0.310 -1.026 -0.083
H -2.885 -1.709 0.193
H -0.463 2.016 0.647
N -1.164 0.135 1.388
C 0.621 0.303 -0.087
H -1.434 -2.362 -0.494
N -1.883 -1.843 0.236
H 2.668 0.919 0.010
C -1.028 -0.911 0.688
C -0.279 0.963 0.660

Here are the Löwdin charges for atoms 1 to 8, given in e: H 0.09; C -0.03; H 0.08; O 0.03; H 0.12; H 0.10; N 0.13; C -0.37


No. 7
Molecular formula: C4H6N2O
Method: DFT, ωB97M-V/def2-TZVPD

Properties
Energy above the lowest of the compared OMol25 structures with the same formula, charge and spin (kcal/mol): 128.8
E_HOMO (eV): -10.077
DFT total energy (eV): -9267.9165
Charge: 0
LUMO energy (eV): 0.980
Orbital gap (eV): 11.06

Geometry (Å):
H -0.909 -1.886 1.049
N -0.930 0.207 0.620
C 2.746 -0.432 -0.868
C 3.614 -0.113 -0.096
C -0.458 -0.517 -0.478
N -1.275 -1.240 0.359
H -2.885 0.750 -0.088
H -1.787 2.071 0.322
H 4.572 -0.011 0.337
H -2.559 1.108 1.589
O -0.165 -0.457 -1.624
C -2.099 1.066 0.602
H 2.136 -0.546 -1.723

Here are the Löwdin charges for atoms 1 to 8, given in e: H 0.11; N -0.03; C -0.01; C 0.01; C -0.52; N 0.15; H 0.09; H 0.08


No. 8
Molecular formula: C4H6N2O
Method: DFT, ωB97M-V/def2-TZVPD

Properties
Energy above the lowest of the compared OMol25 structures with the same formula, charge and spin (kcal/mol): 29.0
E_HOMO (eV): -9.875
DFT total energy (eV): -9272.2454
Charge: 0
LUMO energy (eV): 0.534
Orbital gap (eV): 10.41

Geometry (Å):
H -2.456 1.870 0.761
H -0.080 -2.748 -0.428
C 0.476 -1.801 -0.436
H 0.352 1.485 -1.291
H -0.851 -0.573 -1.757
N 1.586 -1.654 0.316
H 3.002 -0.320 1.131
C 0.038 -0.656 -1.118
H -3.759 1.594 1.568
N 1.740 0.661 -0.036
C 2.136 -0.454 0.469
O -2.882 2.036 1.632
C 0.697 0.559 -0.811

Here are the Löwdin charges for atoms 1 to 8, given in e: H 0.04; H 0.11; C -0.12; H 0.11; H 0.10; N 0.07; H 0.11; C -0.05


No. 9
Molecular formula: C4H6N2O
Method: DFT, ωB97M-V/def2-TZVPD

Properties
Energy above the lowest of the compared OMol25 structures with the same formula, charge and spin (kcal/mol): 109.4
E_HOMO (alpha / beta) (eV): -8.656 / -8.291
DFT total energy (eV): -9268.7566
Charge: 0
LUMO energy (alpha / beta) (eV): -0.931 / -1.813
Orbital gap (alpha / beta) (eV): 7.73 / 6.48

Geometry (Å):
H 1.147 2.545 -0.630
H 2.615 -1.275 0.204
C 1.191 1.486 -0.408
C 0.146 0.571 -0.252
C -2.069 -0.058 -0.216
N 0.601 -0.672 -0.001
O -1.191 0.847 -0.267
N 2.327 0.804 -0.244
H -0.542 -1.951 1.174
C 1.914 -0.468 0.010
H -1.203 -2.162 1.488
H -1.818 -1.089 -0.396
H -3.098 0.245 -0.124

Here are the Löwdin charges for atoms 1 to 8, given in e: H 0.11; H 0.11; C -0.09; C -0.37; C 0.06; N 0.06; O 0.07; N 0.05